Formula: C3H6O4Tl
Source: the OMol25 dataset
Level of theory: the ωB97M-V functional and the def2-TZVPD basis

Multiplicity ... 2
HOMO level (alpha / beta) ... -7.51 / -7.84 eV
Gap between HOMO and LUMO (alpha / beta) ... 7.91 / 7.97 eV

```
14
C3H6O4Tl | the OMol25 dataset | the ωB97M-V functional and the def2-TZVPD basis
H 3.27082 2.98486 0.88483
O 2.72650 2.54990 0.22976
O 0.35013 -0.77345 -1.18478
H 0.14833 -1.00168 -2.10287
Tl 2.15064 0.58522 -0.12749
C -0.60776 -1.13619 -0.28647
O -1.86186 -1.30225 -0.77444
C -2.69342 -0.26536 -0.22553
H -3.70846 -0.65387 -0.10003
H -2.68974 0.59840 -0.90458
C -1.98983 0.03398 1.09352
H -2.37600 -0.58200 1.91662
H -1.97745 1.09649 1.35516
O -0.64176 -0.35943 0.82919
```

***

Formula: C29H39GeHfN4
Source: the OMol25 dataset
Level of theory: the ωB97M-V functional and the def2-TZVPD basis

Charge ... +1
Multiplicity ... 1
HOMO level ... -9.00 eV
Gap between HOMO and LUMO ... 6.73 eV

```
74
C29H39GeHfN4 | the OMol25 dataset | the ωB97M-V functional and the def2-TZVPD basis
Hf 0.42893 -0.16466 -1.53979
C 0.97921 -1.25649 -4.36785
C 2.25282 -1.68720 -3.60198
N 2.47703 -0.88213 -2.37385
C 3.18579 0.41817 -2.52978
C 2.96440 1.38441 -1.34680
N 1.53353 1.78889 -1.16619
C 0.93816 2.79599 -2.08131
C -0.45933 2.37391 -2.62770
C -1.57025 2.06731 -1.57763
N -1.68975 0.61045 -1.28297
C -2.48187 -0.25154 -2.20585
C -2.05838 -1.73125 -2.11002
N -0.64101 -1.95515 -2.54766
C -0.33599 -1.99273 -3.99814
H 1.14180 -1.37781 -5.43949
H 0.85661 -0.17699 -4.21905
H 3.13173 -1.63231 -4.24874
H 2.14783 -2.72759 -3.28982
H 2.90686 -1.43360 -1.64141
H 2.81146 0.88041 -3.44910
H 4.25649 0.25235 -2.67331
H 3.57975 2.27639 -1.48834
H 3.25855 0.89913 -0.41737
H 1.40328 2.06422 -0.19224
H 1.61647 2.94525 -2.92311
H 0.83824 3.75283 -1.56565
H -0.35623 1.48988 -3.27563
H -0.80711 3.15328 -3.30542
H -2.53636 2.45958 -1.90169
H -1.31661 2.55741 -0.63481
H -2.03559 0.46556 -0.33421
H -2.32913 0.11069 -3.22774
H -3.54580 -0.15319 -1.97938
H -2.73151 -2.34242 -2.71617
H -2.12223 -2.05360 -1.07027
H -0.28836 -2.78128 -2.08038
H -1.16808 -1.53158 -4.53246
H -0.26391 -3.02666 -4.34338
C 0.64341 -0.93476 0.17021
Ge -0.03952 -0.45714 1.85721
C 0.50886 1.43329 2.16824
C 1.88757 1.66970 2.07659
C 2.42675 2.94590 2.16074
C 1.59023 4.04317 2.33357
C 0.22493 3.83584 2.45250
C -0.30038 2.54817 2.38139
C -2.01289 -0.68327 1.79076
C -3.01238 0.28606 1.70790
C -4.34796 -0.04898 1.48525
C -4.71855 -1.37559 1.34940
C -3.74439 -2.36510 1.44071
C -2.41963 -2.01862 1.65011
C 0.55219 -1.45583 3.43422
C 1.89978 -1.80577 3.52880
C 2.39527 -2.47019 4.64068
C 1.53909 -2.80578 5.68159
C 0.19547 -2.47437 5.59953
C -0.29048 -1.80360 4.48461
H 2.55965 0.82749 1.93723
H 3.50021 3.08531 2.10680
H 2.00254 5.04141 2.40276
H -0.43724 4.67620 2.62107
H -1.36695 2.43475 2.52472
H -2.77351 1.33701 1.82032
H -5.09680 0.73212 1.43581
H -5.75531 -1.64249 1.19044
H -4.02248 -3.40847 1.35527
H -1.67606 -2.80800 1.71000
H 2.57548 -1.57825 2.70952
H 3.44439 -2.73253 4.69480
H 1.91856 -3.32752 6.55074
H -0.47647 -2.73774 6.40672
H -1.34480 -1.55034 4.44649
```

***

Formula: C16H23N3O2
Source: the OMol25 dataset
Level of theory: the ωB97M-V functional and the def2-TZVPD basis

Multiplicity ... 1
HOMO level ... -8.50 eV
SMILES ... C[C@@H](NC(=O)CN1CCC(C(N)=O)CC1)c1ccccc1
Gap between HOMO and LUMO ... 9.18 eV

```
44
C16H23N3O2 | the OMol25 dataset | the ωB97M-V functional and the def2-TZVPD basis
C 1.60939 1.88161 -1.96693
C 2.21818 0.82309 -1.04518
N 1.24647 -0.21892 -0.76368
C 0.85999 -0.54716 0.48830
O 1.26438 0.03393 1.47608
C -0.19536 -1.65369 0.55467
N -1.52195 -1.14831 0.86141
C -1.99386 -0.16922 -0.10087
C -3.47437 0.11342 0.12872
C -3.69926 0.63098 1.54684
C -5.18282 0.82204 1.83011
N -5.43886 1.67280 2.85409
O -6.06798 0.26468 1.22358
C -3.12264 -0.39403 2.52992
C -1.65055 -0.64476 2.21707
C 3.47639 0.23263 -1.63979
C 3.43025 -0.49924 -2.82039
C 4.58378 -1.03966 -3.35942
C 5.80022 -0.85398 -2.72517
C 5.85567 -0.12794 -1.54818
C 4.70002 0.40944 -1.00869
H 0.72265 2.31275 -1.50843
H 2.33235 2.67302 -2.14597
H 1.33099 1.44588 -2.92396
H 2.45052 1.27183 -0.07355
H 0.90285 -0.74884 -1.54830
H 0.08818 -2.35295 1.34485
H -0.24921 -2.19619 -0.39396
H -1.42771 0.77805 -0.03169
H -1.85254 -0.57806 -1.10527
H -4.04887 -0.80356 -0.00190
H -3.82924 0.84381 -0.60013
H -3.18111 1.58784 1.67841
H -4.70741 2.11286 3.38203
H -6.39309 1.81445 3.14110
H -3.67404 -1.32957 2.42585
H -3.22209 -0.04462 3.55949
H -1.07484 0.28324 2.36591
H -1.25353 -1.39952 2.89957
H 2.48843 -0.65010 -3.32965
H 4.53316 -1.60673 -4.27753
H 6.70074 -1.27531 -3.14667
H 6.80095 0.01833 -1.04673
H 4.74546 0.96977 -0.08632
```

***

Formula: C34H31Cl3IN6OPRuS2Si
Source: the OMol25 dataset
Level of theory: the ωB97M-V functional and the def2-TZVPD basis

Charge ... +1
Multiplicity ... 2
HOMO level (alpha / beta) ... -9.84 / -9.92 eV
Gap between HOMO and LUMO (alpha / beta) ... 6.26 / 6.22 eV

```
81
C34H31Cl3IN6OPRuS2Si | the OMol25 dataset | the ωB97M-V functional and the def2-TZVPD basis
Ru -0.11159 -1.13605 -0.36415
C -3.95379 0.99675 3.41905
S -3.20709 -0.63985 3.65545
C -2.00329 -0.65765 2.37895
S -2.31069 0.10095 0.85735
N -0.94289 -1.33895 2.65485
N 0.05701 -1.47525 1.82885
C 1.08181 -2.23405 2.25985
C 2.24961 -2.33955 1.50185
C 3.31071 -3.19985 1.87375
C 4.41051 -3.30515 1.06195
C 4.47391 -2.51665 -0.09355
C 3.39121 -1.71475 -0.41065
N 2.30391 -1.63395 0.33525
H -4.94429 0.96875 3.85935
H -4.00949 1.20815 2.35445
H -3.34279 1.73835 3.92555
H 0.97641 -2.75295 3.20455
H 3.21421 -3.76235 2.78975
H 5.21041 -3.99075 1.29905
H 5.32771 -2.55315 -0.74895
H 3.39971 -1.11145 -1.31165
I 0.83111 -0.74835 -2.99895
C 0.79201 1.24675 -3.84355
C 0.64701 1.26335 -5.20885
C 0.74971 2.46125 -5.92425
C 1.06011 3.60745 -5.25535
C 1.22451 3.61435 -3.85605
C 1.60371 4.81415 -3.22595
C 1.79721 4.86275 -1.87605
C 1.52851 3.72745 -1.11195
C 1.12911 2.52815 -1.67335
P 0.63441 1.33055 -0.34705
C 2.16271 1.28465 0.63215
C 3.41111 1.54585 0.07675
C 4.54451 1.45455 0.86405
C 4.44311 1.09115 2.19665
C 3.20421 0.80225 2.74605
C 2.06911 0.89075 1.96495
C -0.48899 2.49145 0.51555
C -1.66649 2.79845 -0.17075
C -2.61829 3.61505 0.40735
C -2.40799 4.12335 1.68055
C -1.22869 3.84305 2.35125
C -0.26459 3.03545 1.77255
C 1.03231 2.41725 -3.08625
H 0.47671 0.33995 -5.73845
H 0.61761 2.45825 -6.99395
H 1.19651 4.53825 -5.78445
H 1.75011 5.68875 -3.84105
H 2.12071 5.76915 -1.39135
H 1.63601 3.80345 -0.03945
H 3.49921 1.82525 -0.96375
H 5.50961 1.67055 0.43175
H 5.33071 1.02685 2.80585
H 3.12131 0.50445 3.78035
H 1.10111 0.64455 2.37995
H -1.83329 2.36855 -1.15285
H -3.52819 3.84565 -0.12715
H -3.16559 4.73405 2.14835
H -1.04859 4.25445 3.33335
H 0.65541 2.83795 2.30305
C -5.19589 -4.83055 0.08685
N -4.17069 -3.83695 -0.08555
C -4.09639 -2.98805 -1.25155
C -2.78559 -2.26085 -0.99505
O -2.23369 -1.43365 -1.70535
N -2.27339 -2.69855 0.17235
C -3.08569 -3.63615 0.67035
N -2.83189 -4.25355 1.81675
H -6.14209 -4.43145 -0.27505
H -5.31509 -5.07875 1.13935
H -4.96329 -5.74095 -0.47195
H -4.93659 -2.28995 -1.30625
H -4.04489 -3.56885 -2.17795
H -1.92619 -4.09725 2.22945
H -3.34759 -5.07085 2.09555
Cl 0.14641 -4.79265 0.79065
Si 0.20481 -3.52995 -0.86785
Cl 1.96711 -4.11065 -1.82755
Cl -1.17959 -4.41235 -2.14795
```